Entry from the Open Molecules 2025 dataset: a cluster of 2 separate species, C3H8NO in total (ωB97M-V/def2-TZVPD).

Structure (XYZ):
```
13
Properties=species:S:1:pos:R:3:forces:R:3
C 1.0773 -1.4882 -1.4656 -1.669 -0.208 2.747
C 0.3272 -1.1706 -0.4019 -0.694 0.625 -0.360
C -0.9315 0.8644 0.5306 -3.808 1.071 -1.115
N 0.1791 0.2589 -0.0560 5.664 0.863 0.761
O -0.5152 1.1543 1.8064 1.244 -0.725 1.397
H 0.9808 -2.5179 -1.6940 0.641 -0.765 -0.713
H 1.7543 -0.8010 -1.8993 0.411 0.408 -0.846
H -0.3482 -1.8036 0.1895 0.519 0.084 -0.487
H -1.2333 1.7940 0.0630 0.286 0.177 -0.680
H -1.8323 0.2562 0.4885 0.137 -0.548 0.211
H 0.7960 0.8372 1.0475 -1.002 -2.017 -2.111
H 0.7178 0.7344 -0.8174 -1.319 0.224 0.701
H -0.9720 1.8819 2.2087 -0.409 0.812 0.494
```
Forces are in eV/Å.

Calculated values
Multiplicity: 1
Energy relative to the best compared isomer or geometry (same formula, charge and spin), eV: 2.8400
Total charge: +1
Orbital gap, eV: 10.979

***

Entry from the Open Molecules 2025 dataset: a cluster of 2 separate species, C3H8NO2 in total (ωB97M-V/def2-TZVPD).

Structure (XYZ):
```
14
Properties=species:S:1:pos:R:3:forces:R:3
N 0.1019 -3.1344 0.1223 0.255 -0.545 0.073
C -0.0355 -1.7015 0.1462 0.550 0.555 -0.055
O -1.1060 -1.2905 -0.4227 1.795 -0.554 0.899
O 0.9280 -1.0570 0.7061 -1.935 -1.028 -0.780
H -0.3725 -3.5293 -0.6930 0.444 -0.027 0.730
H 0.9506 -3.6092 0.4994 -1.077 1.027 -0.860
C -0.8214 1.6852 -0.1112 0.516 -0.985 -0.024
C 0.7060 1.9293 0.0129 -0.574 0.619 0.217
H -1.4812 2.4300 0.3733 0.532 -0.059 -0.252
H -0.9754 0.6927 0.3518 -0.382 0.597 -0.326
H -1.0977 1.5690 -1.1764 -0.062 0.067 0.532
H 0.8836 2.3645 1.0106 0.291 -0.141 -0.303
H 1.2958 0.9993 -0.0744 -0.576 0.381 0.045
H 1.0239 2.6520 -0.7450 0.223 0.093 0.106
```
Forces are in eV/Å.

Calculated values
Multiplicity: 1
Energy relative to the best compared isomer or geometry (same formula, charge and spin), eV: 0.3563
Total charge: -1
Orbital gap, eV: 8.516

***

Entry from the Open Molecules 2025 dataset: a cluster of 2 separate species, C3H8NO2 in total (ωB97M-V/def2-TZVPD).

Structure (XYZ):
```
14
Properties=species:S:1:pos:R:3:forces:R:3
O -0.7246 -0.7458 0.9391 -0.054 0.974 -1.441
C -1.1717 -0.2670 -0.1154 -1.094 -1.069 1.210
O -1.1952 1.0726 -0.2970 -0.647 -0.482 0.878
C -1.7803 -1.1352 -1.1857 0.627 0.008 -0.083
H -1.4353 1.4125 0.6019 0.566 0.209 -0.859
H -1.4518 -0.7405 -2.1327 -0.145 0.226 -0.560
H -2.8848 -1.2566 -1.2156 0.741 0.523 0.455
H -1.3181 -2.1079 -1.0738 -0.164 -0.274 0.063
C 2.4275 0.6593 0.2819 -0.837 1.556 0.289
N 1.5601 0.6038 1.2258 0.916 -0.894 -0.706
H 3.1307 1.5254 0.2544 0.247 -1.434 0.444
H 2.3061 0.0010 -0.5444 -0.207 -0.055 -0.977
H 0.6140 0.0968 1.1462 0.677 -0.511 0.479
H 1.9234 0.8816 2.1154 -0.626 1.223 0.809
```
Forces are in eV/Å.

Calculated values
Multiplicity: 1
Energy relative to the best compared isomer or geometry (same formula, charge and spin), eV: 1.8105
Total charge: +1
Orbital gap, eV: 9.860

***

Entry from the Open Molecules 2025 dataset: a cluster of 2 separate species, C3H8NO2 in total (ωB97M-V/def2-TZVPD).

Structure (XYZ):
```
14
Properties=species:S:1:pos:R:3:forces:R:3
O 0.6639 -0.3605 1.3851 0.162 -0.361 0.330
C -0.3091 -0.3623 2.0943 -0.794 0.383 0.253
O -1.3879 0.3305 1.7428 -0.137 -0.039 -0.853
H -0.4364 -0.8316 3.0859 0.591 -0.234 -0.311
H -2.2237 -0.0129 2.0866 0.161 0.115 0.506
C 0.0116 0.0158 -2.1290 -0.154 -0.007 0.304
C -0.1232 1.3189 -2.1273 0.001 -0.182 -0.179
N 1.0343 -0.6778 -1.3256 0.230 -0.553 -0.629
H -0.6471 -0.6076 -2.7112 0.230 -0.336 -0.004
H -0.8677 1.6202 -2.8413 -0.212 0.747 0.131
H 0.4393 2.0285 -1.5301 -0.043 -0.068 -0.170
H 1.0841 -1.6643 -1.5949 -0.063 0.095 0.125
H 0.8998 -0.6283 -0.2951 -0.168 0.356 0.234
H 1.9422 -0.2880 -1.5722 0.196 0.084 0.265
```
Forces are in eV/Å.

Calculated values
Multiplicity: 1
Energy relative to the best compared isomer or geometry (same formula, charge and spin), eV: 1.4223
Total charge: +1
Orbital gap, eV: 12.012

***

Entry from the Open Molecules 2025 dataset: a cluster of 3 separate species, C3H8NO2 in total (ωB97M-V/def2-TZVPD).

Structure (XYZ):
```
14
Properties=species:S:1:pos:R:3:forces:R:3
C -0.1255 1.4973 0.2343 0.767 0.232 2.706
C -0.0337 0.1221 0.1175 -2.317 2.321 -2.096
C -2.1752 0.7150 0.1476 -6.385 4.892 1.021
O -2.6320 -0.4443 -0.1639 -1.375 -2.017 -0.285
O -2.9063 1.7078 0.3095 4.772 -3.484 -0.295
N 2.7065 -1.8494 -0.2809 1.026 0.023 -1.498
H -0.2928 2.2139 -0.5461 -0.372 -0.170 -0.628
H 0.1567 1.9907 1.2220 -0.514 -0.693 -1.290
H 0.3309 -0.5079 0.8777 0.048 -0.940 0.705
H -0.5075 -0.1431 -0.8260 1.437 -1.398 -0.165
H -3.7301 -0.5702 -0.2068 3.915 1.144 0.299
H 2.6682 -1.1107 0.3839 0.182 0.526 1.098
H 2.9197 -1.3090 -1.1375 -0.374 -0.535 0.191
H 3.6209 -2.3121 -0.1314 -0.810 0.098 0.239
```
Forces are in eV/Å.

Calculated values
Multiplicity: 1
Energy relative to the best compared isomer or geometry (same formula, charge and spin), eV: 5.8098
Total charge: +1
Orbital gap, eV: 7.066

***

Entry from the Open Molecules 2025 dataset: a cluster of 2 separate species, C3H8NO2P in total (ωB97M-V/def2-TZVPD).

Structure (XYZ):
```
15
Properties=species:S:1:pos:R:3:forces:R:3
C -2.0838 0.3358 0.7906 1.423 -5.221 0.559
C 0.7971 -0.7492 -0.8713 2.021 0.947 1.694
C -2.0276 0.4229 -0.5242 0.540 -0.804 -0.864
N 1.4431 -1.8851 -0.6022 -0.455 -2.839 0.962
O 1.1202 0.3183 -0.2673 -1.708 -0.297 -1.852
O 1.5432 2.1607 1.2268 0.644 1.923 -1.604
P 2.0228 0.5918 1.0456 1.305 0.553 1.400
H -1.7655 -0.7555 1.2698 -1.383 2.769 -1.069
H 0.1403 -0.7388 -1.6410 -1.919 0.378 -2.111
H -1.8707 -0.4353 -1.2678 -0.295 1.254 1.598
H -1.9368 1.3958 -0.9414 -0.642 0.773 -0.677
H 2.1996 -1.8669 0.0465 0.685 0.613 0.387
H 0.8457 -2.6654 -0.2709 0.306 0.433 -0.862
H -2.2784 1.0639 1.5174 0.025 1.285 0.509
H 1.8508 2.8069 0.4895 -0.547 -1.767 1.930
```
Forces are in eV/Å.

Calculated values
Multiplicity: 1
Energy relative to the best compared isomer or geometry (same formula, charge and spin), eV: 4.2084
Orbital gap (alpha / beta), eV: 6.595 / 7.059

***

Entry from the Open Molecules 2025 dataset: a cluster of 2 separate species, C3H8NO2P2 in total (ωB97M-V/def2-TZVPD).

Structure (XYZ):
```
16
Properties=species:S:1:pos:R:3:forces:R:3
C -1.9279 -0.7862 -0.6033 -0.550 -2.915 0.183
C -0.1841 0.7828 -1.0005 2.160 -2.762 -0.866
C 1.5549 1.3568 0.9217 -0.008 -1.462 0.518
N -0.5893 -0.4342 -0.9958 -1.041 1.055 1.386
O 0.3043 -0.6121 1.8866 -0.762 0.229 0.216
O 1.9108 -1.0578 0.1010 -0.385 -2.181 -0.614
P 0.1762 0.9747 1.8617 1.433 -0.336 -0.123
P 2.7876 0.0789 0.4163 0.878 3.011 0.345
H -1.8650 -1.6436 0.1446 -0.238 1.469 -0.583
H -2.6442 -0.0255 -0.3651 0.302 0.811 0.521
H -2.3270 -1.2542 -1.4877 -0.462 -0.361 -0.400
H 0.8515 0.9219 -1.2965 -0.624 0.658 -0.167
H -0.8835 1.4653 -0.6725 -1.144 2.032 -0.062
H 1.8004 2.3691 0.7662 0.347 1.287 -0.023
H 1.0461 -0.8840 1.2408 -1.076 -0.560 0.560
H -0.0107 -1.2519 -0.9174 1.170 0.023 -0.890
```
Forces are in eV/Å.

Calculated values
Multiplicity: 1
Energy relative to the best compared isomer or geometry (same formula, charge and spin), eV: 0.5562
Total charge: +1
Orbital gap, eV: 7.951

***

Entry from the Open Molecules 2025 dataset: a structure of composition C3H8NO2S (ωB97M-V/def2-TZVPD).

Structure (XYZ):
```
15
Properties=species:S:1:pos:R:3:forces:R:3
C 1.3958 2.1333 -0.0435 -0.386 -1.885 1.271
C -0.7614 -0.4361 1.1731 0.042 -0.594 0.600
C -0.5099 -0.6995 -1.4648 0.185 5.148 2.152
N -1.1885 0.2551 -0.0025 1.902 0.014 -4.078
O -0.6163 2.2077 -1.6365 -0.469 -0.606 -0.731
O -1.0434 2.8874 0.6589 0.421 -1.958 -0.032
S -0.3532 1.9366 -0.2401 0.839 1.531 0.328
H 1.9745 1.4671 -0.7323 -0.774 0.391 0.002
H 1.7095 1.7608 0.9869 -0.516 0.697 -0.766
H -0.5792 -1.4939 0.9467 0.425 0.114 0.008
H 0.1054 0.0116 1.6895 -0.045 -0.218 -0.211
H -1.5911 -0.4986 1.8718 -0.194 0.353 0.403
H 0.5663 -0.8845 -1.1616 -1.377 0.193 -0.805
H -1.1511 -1.4972 -1.5543 -1.181 -2.161 0.340
H -0.7613 0.0164 -2.3321 1.128 -1.021 1.520
```
Forces are in eV/Å.

Calculated values
Multiplicity: 1
Energy relative to the best compared isomer or geometry (same formula, charge and spin), eV: 5.6823
Total charge: -1
Orbital gap, eV: 7.230

***

> What is the energy relative to the best compared isomer or geometry (same formula, charge and spin) in the fourth record?

1.4223 eV